1.
2 unconnected molecules or ions with the total composition C2H5NO3, computed with ωB97M-V/def2-TZVPD.

LUMO level ... 0.34 eV
Kohn-Sham gap ... 0.400 hartree
SMILES string ... NC=O.O=CO
Energy relative to the best compared isomer or geometry (same formula, charge and spin) ... 16.81 kcal/mol

Geometry as XYZ:
```
11
C2H5NO3 ωB97M-V/def2-TZVPD
O -0.76 1.15 3.03
C -0.17 0.55 2.14
O 1.13 0.81 1.86
H -0.59 -0.18 1.43
H 1.33 0.72 0.89
C -0.80 -0.47 -1.40
N 0.55 -0.64 -1.56
O -1.29 0.58 -0.99
H -1.41 -1.37 -1.61
H 0.86 -1.39 -2.20
H 1.15 0.24 -1.58
```

2.
C7H12 in the gas phase, computed with ωB97M-V/def2-TZVPD.

LUMO level ... 0.99 eV
Kohn-Sham gap ... 0.372 hartree
SMILES string ... C=C1[C@@H](C)C1(C)C
Energy relative to the best compared isomer or geometry (same formula, charge and spin) ... 64.67 kcal/mol

Geometry as XYZ:
```
19
C7H12 ωB97M-V/def2-TZVPD
C -0.63 -0.90 -0.26
C -1.42 -1.91 -0.17
C -0.34 0.37 -1.00
C 0.60 0.03 0.17
C -1.43 1.34 -0.77
C 2.04 -0.52 -0.19
C 0.60 0.58 1.55
H -1.28 -2.71 0.57
H -2.28 -1.90 -0.89
H 0.20 0.48 -1.92
H -1.87 1.06 0.21
H -2.17 1.14 -1.60
H -1.33 2.46 -0.74
H 2.23 -0.81 -1.18
H 2.53 -1.25 0.45
H 2.80 0.22 -0.06
H 1.30 1.46 1.60
H 0.88 -0.02 2.41
H -0.43 0.87 1.83
```

3.
C3H7NO2S in the gas phase, computed with ωB97M-V/def2-TZVPD.

LUMO level ... 0.82 eV
Kohn-Sham gap ... 0.369 hartree
SMILES string ... CO[C@@H]1O[C@H]1NS
Energy relative to the best compared isomer or geometry (same formula, charge and spin) ... 88.68 kcal/mol

Geometry as XYZ:
```
14
C3H7NO2S ωB97M-V/def2-TZVPD
C 0.48 0.77 -0.63
C 0.11 -0.37 0.23
C -1.13 -0.56 2.33
N 1.16 0.51 -1.88
O 1.27 0.34 0.54
O -1.04 -0.01 1.01
S 0.16 0.06 -3.27
H -0.12 1.76 -0.68
H 0.40 -1.41 -0.14
H -2.05 -0.37 2.80
H -0.38 -0.11 2.87
H -0.87 -1.65 2.48
H 1.85 -0.24 -1.85
H 0.15 1.28 -3.82
```

4.
A molecular structure, C35H70B3O11S, computed with ωB97M-V/def2-TZVPD.

Total charge ... -1
LUMO level ... 1.96 eV
Kohn-Sham gap ... 0.233 hartree

Geometry as XYZ:
```
120
C35H70B3O11S ωB97M-V/def2-TZVPD
C 2.77 -0.74 1.18
C 4.11 -0.50 0.40
C 5.08 0.29 1.40
C 4.77 -1.93 0.16
C 4.03 0.25 -0.99
C 2.62 0.64 -1.55
C 1.67 -0.59 -1.90
C 2.90 1.34 -2.97
C 1.88 1.76 -0.72
C 2.53 2.63 0.24
C 1.80 3.64 1.02
C 0.36 3.78 0.85
O -0.40 4.69 1.59
C -0.89 4.05 2.78
C -2.05 3.01 2.54
O -2.98 3.41 1.53
C -4.01 2.42 1.36
C -3.77 1.60 0.04
B -4.74 0.33 -0.11
O -4.75 -0.35 -1.37
B -4.55 -1.73 -1.16
S -3.38 -2.81 -2.15
O -5.29 -2.34 -0.13
B -5.22 -1.53 1.05
C -4.73 -2.21 2.43
O -4.47 -3.43 2.51
O -4.62 -1.45 3.48
O -5.55 -0.14 0.94
C -0.28 2.91 -0.13
C 0.43 1.91 -0.91
H 3.04 -1.25 2.15
H 2.07 -1.45 0.67
H 2.26 0.21 1.48
H 5.65 1.11 0.89
H 5.86 -0.40 1.83
H 4.49 0.79 2.22
H 5.67 -1.85 -0.50
H 5.01 -2.44 1.14
H 3.97 -2.57 -0.31
H 4.66 1.18 -0.98
H 4.51 -0.42 -1.76
H 0.98 -0.88 -1.07
H 2.34 -1.42 -2.24
H 1.04 -0.30 -2.79
H 3.94 1.79 -2.89
H 2.21 2.20 -3.15
H 2.94 0.60 -3.81
H 3.63 2.51 0.39
H 2.39 4.28 1.72
H -1.25 4.78 3.56
H -0.02 3.51 3.24
H -2.64 2.82 3.49
H -1.57 2.02 2.29
H -4.13 1.72 2.24
H -4.98 2.97 1.24
H -2.71 1.21 0.04
H -3.93 2.31 -0.82
H -2.11 -2.34 -1.98
H -1.38 3.04 -0.28
H -0.17 1.28 -1.61
C 1.49 -4.85 2.79
C 2.86 -4.76 2.13
O 3.90 -4.38 3.03
C 4.12 -5.24 4.13
C 4.51 -6.65 3.73
H 1.22 -3.90 3.25
H 0.74 -5.11 2.04
H 1.47 -5.62 3.56
H 2.83 -3.99 1.36
H 3.13 -5.69 1.63
H 3.25 -5.25 4.79
H 4.94 -4.80 4.71
H 3.72 -7.15 3.16
H 4.71 -7.26 4.61
H 5.40 -6.64 3.10
C -6.45 5.87 1.32
C -6.55 5.75 2.83
O -7.63 6.49 3.39
C -8.93 6.13 2.95
C -9.30 4.69 3.25
H -6.36 6.91 1.02
H -5.58 5.31 0.96
H -7.34 5.46 0.82
H -5.64 6.16 3.28
H -6.61 4.71 3.15
H -9.04 6.35 1.88
H -9.62 6.79 3.48
H -8.64 3.99 2.74
H -10.32 4.48 2.93
H -9.22 4.49 4.32
C 8.43 3.57 -1.11
C 7.99 2.91 -2.41
O 6.65 3.21 -2.78
C 6.36 4.58 -3.00
C 7.19 5.21 -4.10
H 7.76 3.29 -0.29
H 9.45 3.26 -0.86
H 8.42 4.65 -1.18
H 8.03 1.82 -2.28
H 8.67 3.15 -3.23
H 6.46 5.15 -2.06
H 5.31 4.63 -3.27
H 8.26 5.20 -3.87
H 6.89 6.25 -4.26
H 7.05 4.67 -5.04
C -4.27 -6.52 -2.46
C -3.11 -7.20 -3.15
O -3.49 -8.34 -3.93
C -4.40 -8.09 -4.98
C -3.89 -7.11 -6.02
H -4.79 -7.23 -1.81
H -3.91 -5.69 -1.85
H -4.99 -6.12 -3.17
H -2.41 -7.57 -2.40
H -2.55 -6.50 -3.77
H -5.37 -7.77 -4.58
H -4.57 -9.06 -5.46
H -3.71 -6.12 -5.59
H -4.61 -7.00 -6.83
H -2.94 -7.46 -6.44
```

5.
A molecular structure, C15H27NO7PSSbZr, computed with ωB97M-V/def2-TZVPD.

Total charge ... +2
LUMO level ... -6.82 eV
Kohn-Sham gap ... 0.298 hartree
Energy relative to the best compared isomer or geometry (same formula, charge and spin) ... 13.60 kcal/mol

Geometry as XYZ:
```
54
C15H27NO7PSSbZr ωB97M-V/def2-TZVPD
Zr 0.04 1.02 -0.10
C 0.20 -7.42 -1.19
C 0.14 -5.94 -1.00
C 1.17 -5.25 -0.35
C 1.11 -3.89 -0.16
C -0.01 -3.21 -0.63
C -1.06 -3.86 -1.29
C -0.97 -5.22 -1.46
S -0.09 -1.51 -0.48
O 0.77 -1.00 0.67
O -1.43 -0.95 -0.22
N 0.36 -0.60 -1.69
C 1.76 -0.63 -2.14
C 2.55 0.36 -1.30
O 3.64 0.25 -0.87
O 1.73 1.46 -1.05
H 1.18 -7.82 -0.94
H -0.03 -7.69 -2.22
H -0.53 -7.91 -0.55
H 2.04 -5.80 0.01
H 1.90 -3.36 0.35
H -1.92 -3.31 -1.64
H -1.77 -5.75 -1.96
H 1.78 -0.29 -3.17
H 2.21 -1.63 -2.12
C 1.22 3.24 3.97
Sb 1.43 1.67 2.54
C -0.77 1.34 2.42
C 1.89 0.02 3.80
H 0.65 2.86 4.82
H 0.71 4.09 3.53
H 2.21 3.54 4.30
H -1.00 0.96 3.42
H -1.27 0.56 1.81
H -1.29 2.29 2.30
H 1.16 -0.04 4.61
H 2.88 0.17 4.22
H 1.88 -0.90 3.21
C -2.54 5.19 -2.78
O -2.10 4.32 -1.69
P -0.98 3.24 -1.89
O -1.72 1.83 -1.27
C -3.01 1.98 -0.55
O -0.22 3.32 -0.36
C 0.82 4.33 -0.19
H -2.54 6.20 -2.40
H -3.55 4.89 -3.06
H -1.87 5.10 -3.64
H -2.93 2.79 0.18
H -3.21 1.02 -0.08
H -3.78 2.20 -1.28
H 0.50 5.26 -0.68
H 1.75 3.97 -0.62
H 0.92 4.51 0.87
```

Number 1: strongest force on any atom 0.05876 Eh/bohr. Number 2: strongest force on any atom 0.09703 Eh/bohr. Number 3: strongest force on any atom 0.05629 Eh/bohr. Number 4: strongest force on any atom 0.07347 Eh/bohr. Number 5: strongest force on any atom 0.02218 Eh/bohr.